C12H28IN3O5P | ωB97M-V/def2-TZVPD

The geometry in XYZ format:
```
50
Properties=species:S:1:pos:R:3:forces:R:3
C 1.4348 0.7308 -1.9466 1.12 -0.40 -0.81
C 2.7150 0.4705 -2.8102 0.03 -0.34 1.30
C 3.8986 0.2489 -1.8475 -0.87 0.55 -0.39
O 3.5369 -0.7707 -0.8776 0.48 -0.49 -0.08
C 4.5909 -1.6753 -0.6879 0.47 -0.23 0.19
C 5.8364 -1.0116 -0.0584 0.96 -0.15 -0.54
N 5.5527 -1.0386 1.4035 -0.64 0.11 -0.44
C 4.3515 -1.7160 1.5100 2.18 -1.19 -1.11
N 3.4483 -1.5378 2.4136 0.46 0.20 0.46
I 3.7927 -0.1700 3.9167 -0.37 -0.36 -0.10
N 4.2821 -2.6108 0.4240 -2.97 1.95 1.15
H 1.0535 -0.2427 -1.6237 -0.27 0.35 -0.05
H 0.7229 1.2829 -2.5645 -0.18 -0.15 0.48
H 1.7520 1.2880 -1.0560 -0.43 0.14 -0.21
H 2.9337 1.3456 -3.4320 0.05 -0.34 -0.05
H 2.6142 -0.4485 -3.4038 -0.14 0.46 -0.18
H 4.8022 -0.0406 -2.4016 -0.11 0.12 0.26
H 4.0377 1.1793 -1.2760 0.38 -0.24 -0.22
H 4.7315 -2.3316 -1.5561 0.39 0.58 -0.09
H 6.0591 0.0300 -0.3044 -0.53 -0.22 -0.36
H 6.7066 -1.5848 -0.4094 -0.04 -0.05 0.74
H 6.3194 -1.3718 1.9767 -0.23 0.23 0.33
H 2.5968 -2.0854 2.3482 -0.03 0.19 0.34
H 3.2850 -2.8470 0.3715 0.28 -0.71 -0.66
O -5.2073 0.8474 -0.9512 1.19 -2.91 -2.16
P -3.8365 0.5088 -0.4448 0.58 5.13 5.31
O -4.1430 0.1410 1.1304 0.27 -0.34 -0.80
C -5.1195 -0.8607 1.4232 -0.33 -0.30 0.14
C -4.5404 -2.2593 1.3062 0.15 0.04 0.05
O -3.2358 2.0362 -0.3181 0.24 -0.57 -0.49
C -3.7073 3.0839 -1.1731 -0.28 0.37 0.13
C -4.6729 3.9782 -0.4228 -0.04 0.02 0.19
O -2.2980 -0.0991 -0.4205 -1.96 -1.40 -2.32
C -1.3679 0.2907 0.5891 0.54 0.00 0.55
C -1.1589 -0.8219 1.5975 -0.20 -0.20 0.13
H -5.9876 -0.7554 0.7702 0.08 0.14 -0.06
H -5.4617 -0.6841 2.4435 0.10 0.13 -0.02
H -4.0914 -2.4189 0.3224 -0.10 -0.04 -0.03
H -5.3166 -3.0089 1.4640 -0.01 0.03 -0.04
H -3.7578 -2.4189 2.0492 -0.02 -0.01 0.00
H -4.1628 2.6792 -2.0759 -0.07 -0.08 0.09
H -2.8352 3.6637 -1.4833 0.09 -0.12 0.08
H -5.4771 3.4004 0.0333 -0.02 -0.08 -0.18
H -5.1122 4.7228 -1.0880 0.03 0.00 0.00
H -4.1580 4.4950 0.3891 0.03 0.04 -0.06
H -1.6582 1.2073 1.0967 -0.21 -0.01 -0.16
H -0.4282 0.4905 0.0711 -0.14 0.02 -0.17
H -1.9839 -0.8699 2.3067 -0.01 0.02 -0.04
H -0.2428 -0.6457 2.1703 0.00 0.07 -0.07
H -1.0933 -1.7951 1.1065 0.10 0.06 -0.06
```
Forces are in eV/Å.

- LUMO (eV) = -4.868
- charge = +1
- relative energy (zero: lowest compared OMol25 entry of this formula, charge and spin) (kJ/mol) = 207.88
- electronic energy (eV) = -44988.014
- frontier orbital gap (eV) = 6.97
- molar mass (g mol⁻¹) = 452.2

Okay, here come the Löwdin numbers, in e, for every atom: number 1, C, carries -0.10; number 2, C, carries -0.20; number 3, C, carries -0.20; number 4, O, carries -0.11; number 5, C, carries -0.32; number 6, C, carries -0.07; number 7, N, carries 0.06; number 8, C, carries -0.48; number 9, N, carries -0.30; number 10, I, carries 0.99; number 11, N, carries 0.16; number 12, H, carries 0.07; number 13, H, carries 0.08; number 14, H, carries 0.07; number 15, H, carries 0.12; number 16, H, carries 0.11; number 17, H, carries 0.13; number 18, H, carries 0.13; number 19, H, carries 0.17; number 20, H, carries 0.13; number 21, H, carries 0.14; number 22, H, carries 0.15; number 23, H, carries 0.11; number 24, H, carries 0.15; number 25, O, carries -0.21; number 26, P, carries 0.64; number 27, O, carries -0.22; number 28, C, carries -0.28; number 29, C, carries -0.08; number 30, O, carries -0.24; number 31, C, carries -0.29; number 32, C, carries -0.07; number 33, O, carries -0.23; number 34, C, carries -0.27; number 35, C, carries -0.07; number 36, H, carries 0.11; number 37, H, carries 0.12; number 38, H, carries 0.07; number 39, H, carries 0.08; number 40, H, carries 0.06; number 41, H, carries 0.10; number 42, H, carries 0.11; number 43, H, carries 0.08; number 44, H, carries 0.08; number 45, H, carries 0.08; number 46, H, carries 0.12; number 47, H, carries 0.09; number 48, H, carries 0.07; number 49, H, carries 0.06; number 50, H, carries 0.08

C12H28N4O4 | ωB97M-V/def2-TZVPD

The geometry in XYZ format:
```
48
Properties=species:S:1:pos:R:3:forces:R:3
C 0.0787 -1.1196 1.5150 -0.69 1.07 -0.94
N 0.3855 -1.0944 0.0635 -2.01 -2.11 2.12
C 1.3849 -0.4127 -0.4243 1.45 4.51 -0.12
C 1.5601 -0.3180 -1.9191 -0.63 -0.96 0.55
O 2.0442 0.3741 0.2688 0.61 -0.93 0.35
H 0.8188 -0.5230 2.0484 0.07 -0.63 0.13
H -0.2078 -2.1027 1.8884 0.96 -0.24 -0.05
H -0.8658 -0.5902 1.6402 -0.14 0.42 0.01
H -0.4745 -1.1680 -0.4609 0.22 -0.61 -0.74
H 2.1205 0.5624 -2.2335 0.11 -0.34 0.33
H 0.5489 -0.2655 -2.3226 0.13 -0.28 -0.50
H 2.0400 -1.2744 -2.1267 0.05 0.14 -0.95
C -2.2437 5.9987 -0.5525 -2.13 -0.38 0.20
N -1.4187 5.0267 0.0693 1.43 -0.50 0.34
C -0.3564 4.4724 -0.5825 1.92 0.38 0.50
C 0.8283 3.9225 0.2820 -2.55 -0.19 -0.34
O -0.2239 4.5253 -1.7914 -0.55 0.05 -0.09
H -1.8802 6.4441 -1.4786 0.35 -0.18 0.38
H -2.5313 6.7141 0.2180 0.27 0.48 -0.31
H -3.1702 5.4587 -0.7477 -0.47 0.44 -0.71
H -1.5703 4.9034 1.0602 0.54 -0.04 -0.23
H 0.6307 2.8509 0.3087 0.70 -0.27 -0.08
H 0.6715 4.2587 1.3069 0.67 0.22 -0.01
H 1.7646 4.1763 -0.2150 -0.18 -0.11 0.35
C 1.6420 -6.0185 2.3219 0.34 -0.40 -1.09
N 1.8839 -4.6376 2.6860 -1.56 -1.04 0.84
C 3.0001 -3.9025 2.4647 -0.72 1.69 1.97
C 2.9354 -2.5080 3.0503 -1.23 -0.91 0.73
O 3.9992 -4.2606 1.9506 2.20 -1.90 -2.02
H 1.2219 -6.0480 1.3165 0.26 -0.19 -0.25
H 0.8918 -6.5344 2.9211 0.09 0.53 0.51
H 2.5472 -6.6247 2.3566 0.09 0.16 -0.10
H 1.1971 -4.3450 3.3664 0.47 0.67 -0.27
H 2.4868 -1.8781 2.2822 0.47 0.46 0.36
H 3.8625 -2.1973 3.5320 0.10 0.10 -0.81
H 2.2413 -2.6594 3.8770 -0.36 0.83 0.13
C -2.5177 1.3239 -0.9148 -0.18 -0.35 1.48
N -2.3897 0.7002 -2.1713 0.71 -1.24 -2.05
C -2.1050 -0.6326 -2.4157 -0.49 0.61 0.61
C -2.1338 -1.0813 -3.8311 -0.55 0.28 -0.12
O -1.8454 -1.4467 -1.5466 0.00 0.17 0.74
H -3.4982 1.7997 -0.9292 0.08 0.10 0.73
H -1.7436 2.0175 -0.5864 0.15 0.38 -0.80
H -2.4119 0.5416 -0.1631 -0.69 -0.12 0.15
H -2.7113 1.2398 -2.9622 0.29 -0.16 0.03
H -2.4277 -0.2030 -4.4059 0.53 -0.45 -0.83
H -2.8660 -1.8763 -3.9719 -0.28 0.18 0.23
H -1.1926 -1.5891 -4.0418 0.18 0.64 -0.37
```
Forces are in eV/Å.

- LUMO (eV) = 0.511
- charge = 0
- structure (SMILES) = CNC(C)=O.CNC(C)=O.CNC(C)=O.CNC(C)=O
- relative energy (zero: lowest compared OMol25 entry of this formula, charge and spin) (kJ/mol) = 196.56
- electronic energy (eV) = -27048.592
- frontier orbital gap (eV) = 9.47
- molar mass (g mol⁻¹) = 292.4

Okay, here come the Löwdin numbers, in e, for every atom: number 1, C, carries -0.05; number 2, N, carries 0.03; number 3, C, carries -0.58; number 4, C, carries 0.02; number 5, O, carries 0.00; number 6, H, carries 0.07; number 7, H, carries 0.08; number 8, H, carries 0.07; number 9, H, carries 0.06; number 10, H, carries 0.09; number 11, H, carries 0.06; number 12, H, carries 0.09; number 13, C, carries -0.09; number 14, N, carries -0.02; number 15, C, carries -0.55; number 16, C, carries 0.02; number 17, O, carries 0.03; number 18, H, carries 0.09; number 19, H, carries 0.08; number 20, H, carries 0.08; number 21, H, carries 0.14; number 22, H, carries 0.06; number 23, H, carries 0.07; number 24, H, carries 0.09; number 25, C, carries -0.08; number 26, N, carries 0.00; number 27, C, carries -0.60; number 28, C, carries 0.01; number 29, O, carries 0.09; number 30, H, carries 0.08; number 31, H, carries 0.08; number 32, H, carries 0.08; number 33, H, carries 0.12; number 34, H, carries 0.06; number 35, H, carries 0.09; number 36, H, carries 0.07; number 37, C, carries -0.07; number 38, N, carries 0.01; number 39, C, carries -0.53; number 40, C, carries 0.01; number 41, O, carries 0.02; number 42, H, carries 0.10; number 43, H, carries 0.07; number 44, H, carries 0.08; number 45, H, carries 0.13; number 46, H, carries 0.08; number 47, H, carries 0.09; number 48, H, carries 0.10